1.
{
  "formula": "C34H54BHfN4O7P2",
  "method": "wB97M-V/def2-TZVPD",
  "e_homo_ev": [-9.379, -9.052],
  "charge": 1,
  "e_above_lowest_kj_mol": 0.0,
  "multiplicity": 1,
  "largest_force_ev_per_a": 4.6,
  "symbols": ["Hf", "O", "C", "O", "C", "O", "C", "C", "O", "O", "H", "H", "H", "H", "H", "C", "C", "C", "C", "P", "C", "N", "B", "N", "C", "P", "C", "C", "C", "C", "C", "C", "C", "C", "C", "C", "C", "C", "C", "C", "C", "C", "C", "C", "H", "H", "H", "H", "H", "H", "H", "H", "H", "H", "H", "H", "H", "H", "H", "H", "H", "H", "H", "H", "H", "H", "H", "H", "H", "H", "H", "H", "H", "H", "H", "H", "H", "H", "H", "H", "H", "H", "H", "H", "H", "H", "H", "H", "O", "N", "N", "O", "C", "C", "C", "C", "C", "C", "H", "H", "H", "H", "H"],
  "xyz": [[-4.358, -18.348, -7.036], [-2.330, -21.681, -9.154], [-3.133, -20.755, -8.595], [-2.830, -19.547, -8.379], [-4.464, -21.303, -8.195], [-4.904, -20.605, -6.990], [-4.424, -21.206, -5.778], [-3.264, -20.415, -5.159], [-2.492, -20.935, -4.378], [-3.189, -19.129, -5.565], [-1.418, -21.319, -9.374], [-5.193, -21.012, -8.952], [-4.470, -22.407, -8.057], [-5.295, -21.313, -5.135], [-4.159, -22.267, -6.030], [-3.363, -17.207, -1.908], [-4.843, -17.608, -1.627], [-5.320, -16.622, -0.537], [-4.804, -19.057, -1.072], [-5.823, -17.749, -3.348], [-6.258, -15.909, -3.562], [-5.138, -15.270, -4.153], [-4.313, -15.767, -5.202], [-3.657, -14.602, -5.689], [-2.797, -14.517, -6.829], [-2.566, -16.284, -7.520], [-2.584, -15.661, -9.326], [-1.998, -16.813, -10.229], [-4.070, -15.402, -9.704], [-1.813, -14.324, -9.629], [-0.634, -16.399, -6.831], [0.307, -15.364, -7.489], [-0.637, -16.167, -5.285], [-0.145, -17.837, -7.159], [-4.046, -13.437, -4.988], [-3.642, -12.082, -5.031], [-4.237, -11.210, -4.108], [-5.215, -11.645, -3.210], [-5.596, -12.974, -3.125], [-5.018, -13.864, -4.036], [-7.651, -18.284, -2.960], [-8.120, -18.009, -1.510], [-8.657, -17.585, -3.934], [-7.703, -19.784, -3.278], [-2.751, -17.380, -1.006], [-3.200, -16.151, -2.167], [-2.924, -17.814, -2.700], [-4.577, -16.684, 0.250], [-6.302, -16.875, -0.099], [-5.317, -15.579, -0.844], [-4.135, -19.098, -0.168], [-4.448, -19.770, -1.806], [-5.805, -19.422, -0.773], [-6.449, -15.461, -2.593], [-7.157, -15.798, -4.202], [-1.853, -14.033, -6.572], [-3.328, -13.877, -7.584], [-2.297, -17.812, -9.861], [-0.889, -16.758, -10.350], [-2.461, -16.700, -11.191], [-4.756, -16.192, -9.410], [-4.191, -15.333, -10.783], [-4.437, -14.456, -9.263], [-0.738, -14.493, -9.431], [-2.168, -13.477, -9.031], [-1.896, -14.103, -10.683], [-0.014, -14.338, -7.363], [0.479, -15.598, -8.537], [1.270, -15.457, -6.953], [-0.637, -15.094, -5.035], [0.254, -16.630, -4.856], [-1.516, -16.617, -4.813], [-0.124, -18.048, -8.219], [-0.761, -18.615, -6.662], [0.858, -17.923, -6.719], [-2.875, -11.687, -5.728], [-3.910, -10.194, -4.080], [-5.681, -10.925, -2.562], [-6.343, -13.315, -2.387], [-8.178, -16.919, -1.328], [-7.468, -18.519, -0.772], [-9.112, -18.438, -1.327], [-8.995, -16.589, -3.592], [-9.578, -18.210, -3.991], [-8.299, -17.511, -4.972], [-7.232, -20.377, -2.450], [-7.236, -20.012, -4.239], [-8.749, -20.103, -3.371], [-6.089, -17.349, -6.695], [-6.962, -17.249, -7.665], [-6.653, -17.979, -8.720], [-5.424, -18.726, -8.697], [-7.259, -17.818, -9.951], [-6.582, -17.724, -11.222], [-7.314, -17.273, -12.318], [-8.662, -16.940, -12.208], [-9.303, -16.965, -10.965], [-8.652, -17.501, -9.861], [-5.508, -17.901, -11.363], [-6.813, -17.160, -13.262], [-9.205, -16.504, -13.014], [-10.289, -16.545, -10.837], [-9.134, -17.594, -8.873]]
}



2.
{
  "formula": "C34H54BaN4P2Si2",
  "method": "wB97M-V/def2-TZVPD",
  "e_homo_ev": -6.592,
  "charge": 0,
  "e_above_lowest_kj_mol": 0.5,
  "multiplicity": 1,
  "largest_force_ev_per_a": 2.9,
  "symbols": ["Ba", "C", "C", "C", "C", "C", "C", "C", "C", "C", "H", "H", "H", "H", "H", "H", "H", "H", "H", "H", "H", "H", "H", "H", "H", "P", "P", "N", "N", "N", "N", "C", "C", "C", "C", "C", "C", "C", "C", "C", "C", "C", "C", "C", "C", "C", "C", "C", "C", "H", "H", "H", "H", "H", "H", "H", "H", "H", "H", "H", "H", "H", "H", "H", "H", "H", "H", "H", "H", "C", "Si", "C", "C", "C", "Si", "C", "C", "C", "H", "H", "H", "H", "H", "H", "H", "H", "H", "H", "H", "H", "H", "H", "H", "H", "H", "H", "H"],
  "xyz": [[-1.481, -0.934, 3.398], [-2.173, -2.632, -0.695], [-1.004, -2.099, -0.302], [-0.244, -0.948, -0.901], [-0.516, 0.456, -0.330], [-1.930, 0.954, -0.458], [-2.938, 0.455, -1.180], [-2.931, -0.660, -2.197], [-3.204, -2.073, -1.632], [-3.389, 0.892, 3.576], [-2.477, -3.574, -0.228], [-0.467, -2.600, 0.539], [-0.301, -0.921, -2.002], [0.806, -1.176, -0.663], [-0.205, 0.491, 0.737], [0.185, 1.160, -0.820], [-2.130, 1.824, 0.186], [-3.932, 0.931, -1.074], [-2.036, -0.679, -2.829], [-3.775, -0.446, -2.865], [-4.196, -2.070, -1.143], [-3.303, -2.770, -2.482], [-4.352, 0.670, 4.055], [-3.545, 1.065, 2.501], [-2.985, 1.803, 4.038], [3.122, 3.549, -2.222], [4.504, 0.571, -1.656], [2.009, 4.253, -3.387], [4.045, 5.073, -1.980], [3.816, -0.417, -2.951], [5.885, -0.464, -1.357], [4.270, 2.769, -3.465], [5.289, 1.811, -2.812], [0.618, 4.069, -3.311], [0.026, 4.677, -4.405], [1.072, 5.259, -5.194], [2.272, 4.960, -4.565], [4.188, 5.679, -0.722], [4.993, 6.802, -0.852], [5.367, 6.905, -2.234], [4.802, 5.818, -2.889], [2.485, -0.837, -2.876], [2.150, -1.513, -4.040], [3.296, -1.464, -4.893], [4.283, -0.757, -4.221], [6.694, -1.208, -2.228], [7.818, -1.637, -1.536], [7.708, -1.145, -0.190], [6.525, -0.435, -0.103], [4.819, 3.547, -4.020], [3.633, 2.235, -4.193], [5.867, 1.294, -3.598], [6.005, 2.372, -2.186], [0.200, 3.519, -2.478], [-1.034, 4.697, -4.641], [0.965, 5.828, -6.112], [3.279, 5.201, -4.870], [3.708, 5.246, 0.140], [5.303, 7.475, -0.061], [5.974, 7.672, -2.696], [4.913, 5.521, -3.919], [1.918, -0.582, -2.003], [1.196, -1.974, -4.255], [3.386, -1.888, -5.885], [5.268, -0.468, -4.555], [6.413, -1.391, -3.249], [8.624, -2.228, -1.946], [8.425, -1.300, 0.602], [6.062, 0.093, 0.717], [-3.454, -4.290, 6.120], [-3.525, -2.503, 5.572], [-4.882, -1.680, 6.567], [-1.893, -1.766, 6.236], [-3.866, -2.333, 3.752], [-5.311, -3.278, 3.056], [-6.917, -2.263, 3.140], [-4.961, -3.670, 1.256], [-5.865, -4.842, 3.959], [-2.967, -4.321, 7.105], [-2.851, -4.878, 5.417], [-4.440, -4.757, 6.210], [-4.532, -1.690, 7.612], [-5.052, -0.637, 6.260], [-5.836, -2.225, 6.503], [-0.966, -2.208, 5.804], [-1.864, -0.658, 6.182], [-1.840, -1.994, 7.319], [-4.197, -1.284, 3.511], [-6.869, -1.335, 2.551], [-7.722, -2.897, 2.724], [-7.187, -2.002, 4.175], [-4.019, -4.230, 1.168], [-5.760, -4.289, 0.814], [-4.867, -2.758, 0.652], [-5.048, -5.567, 4.079], [-6.286, -4.628, 4.955], [-6.662, -5.326, 3.369]]
}



3.
{
  "formula": "C34H54CuN4P2Si2",
  "method": "wB97M-V/def2-TZVPD",
  "e_homo_ev": [-8.205, -8.205],
  "s_squared": 0.758,
  "charge": 0,
  "e_above_lowest_kj_mol": 44.9,
  "multiplicity": 2,
  "largest_force_ev_per_a": 3.3,
  "symbols": ["Cu", "C", "C", "C", "C", "C", "C", "C", "C", "C", "H", "H", "H", "H", "H", "H", "H", "H", "H", "H", "H", "H", "H", "H", "H", "P", "P", "N", "N", "N", "N", "C", "C", "C", "C", "C", "C", "C", "C", "C", "C", "C", "C", "C", "C", "C", "C", "C", "C", "H", "H", "H", "H", "H", "H", "H", "H", "H", "H", "H", "H", "H", "H", "H", "H", "H", "H", "H", "H", "C", "Si", "C", "C", "C", "Si", "C", "C", "C", "H", "H", "H", "H", "H", "H", "H", "H", "H", "H", "H", "H", "H", "H", "H", "H", "H", "H", "H"],
  "xyz": [[0.296, -1.365, 3.353], [-0.917, 2.856, 0.726], [-1.088, 1.977, -0.274], [0.075, 1.234, -0.855], [1.184, 0.847, 0.123], [2.463, 1.565, -0.192], [2.507, 2.899, -0.291], [1.329, 3.799, -0.023], [0.415, 3.377, 1.166], [1.682, -1.742, 2.134], [-1.788, 3.267, 1.239], [-2.068, 1.571, -0.538], [0.509, 1.849, -1.663], [-0.323, 0.274, -1.259], [0.858, 1.018, 1.165], [1.370, -0.236, 0.088], [3.349, 0.942, -0.347], [3.429, 3.389, -0.632], [0.746, 3.967, -0.947], [1.722, 4.796, 0.221], [0.933, 2.647, 1.808], [0.266, 4.251, 1.821], [2.236, -2.641, 2.468], [2.313, -0.831, 2.198], [1.272, -1.893, 1.121], [1.947, -1.075, -2.547], [-2.176, -0.373, -2.539], [3.254, 0.040, -3.102], [2.422, -2.281, -3.767], [-2.301, 1.263, -3.292], [-3.503, -0.952, -3.603], [0.601, -0.280, -3.540], [-0.742, -1.059, -3.541], [4.490, 0.137, -2.452], [5.350, 0.917, -3.215], [4.625, 1.319, -4.379], [3.348, 0.774, -4.283], [2.739, -3.611, -3.457], [3.112, -4.264, -4.632], [3.029, -3.309, -5.699], [2.597, -2.106, -5.148], [-2.901, 2.371, -2.664], [-2.477, 3.544, -3.278], [-1.629, 3.151, -4.378], [-1.555, 1.754, -4.374], [-4.034, -0.371, -4.771], [-4.979, -1.229, -5.321], [-5.015, -2.402, -4.497], [-4.098, -2.217, -3.466], [0.916, -0.126, -4.585], [0.481, 0.734, -3.136], [-1.079, -1.165, -4.592], [-0.601, -2.079, -3.121], [4.633, -0.343, -1.494], [6.375, 1.166, -2.969], [4.985, 1.917, -5.202], [2.519, 0.847, -4.970], [2.667, -3.950, -2.437], [3.396, -5.304, -4.725], [3.247, -3.474, -6.746], [2.414, -1.161, -5.633], [-3.544, 2.222, -1.822], [-2.687, 4.558, -2.961], [-1.101, 3.803, -5.048], [-1.062, 1.078, -5.062], [-3.723, 0.608, -5.093], [-5.557, -1.030, -6.213], [-5.637, -3.270, -4.658], [-3.823, -2.852, -2.640], [-3.215, -1.331, 5.523], [-1.592, -2.269, 5.304], [-1.362, -3.222, 6.928], [-1.701, -3.571, 3.938], [-0.154, -1.067, 5.205], [-0.106, 0.716, 5.826], [1.347, 1.007, 7.009], [0.017, 1.973, 4.443], [-1.527, 1.133, 7.016], [-4.073, -1.973, 5.258], [-3.242, -0.425, 4.899], [-3.361, -1.020, 6.570], [-2.085, -4.046, 6.991], [-0.353, -3.646, 7.001], [-1.516, -2.563, 7.792], [-2.049, -3.136, 2.992], [-0.717, -4.024, 3.771], [-2.387, -4.382, 4.223], [0.753, -1.565, 5.656], [2.205, 1.462, 6.493], [1.036, 1.703, 7.806], [1.662, 0.070, 7.491], [-0.503, 1.624, 3.539], [-0.428, 2.938, 4.733], [1.070, 2.168, 4.189], [-2.478, 1.359, 6.512], [-1.696, 0.321, 7.743], [-1.234, 2.029, 7.591]]
}



4.
{
  "formula": "C34H54F10N10O10P2S3",
  "method": "wB97M-V/def2-TZVPD",
  "e_homo_ev": -7.672,
  "charge": 0,
  "multiplicity": 1,
  "smiles": "C[C@H](O)COc1c(CCSc2nnco2)c(C[C@@H]2CO2)c(S(=O)(=O)C(F)(F)C(F)(F)C(F)(F)F)c2nc(S(=O)(=O)C(F)(F)F)cnc12.CN(C)P(=O)(N(C)C)N(C)C.CN(C)P(=O)(N(C)C)N(C)C",
  "largest_force_ev_per_a": 8.8,
  "symbols": ["C", "C", "O", "C", "O", "C", "C", "C", "C", "S", "C", "N", "N", "C", "O", "C", "C", "C", "C", "O", "C", "S", "O", "O", "C", "F", "F", "C", "F", "F", "C", "F", "F", "F", "C", "N", "C", "S", "O", "O", "C", "F", "F", "F", "C", "N", "C", "H", "H", "H", "H", "H", "H", "H", "H", "H", "H", "H", "H", "H", "H", "H", "H", "H", "H", "C", "N", "C", "P", "O", "N", "C", "C", "N", "C", "C", "H", "H", "H", "H", "H", "H", "H", "H", "H", "H", "H", "H", "H", "H", "H", "H", "H", "H", "C", "N", "C", "P", "O", "N", "C", "C", "N", "C", "C", "H", "H", "H", "H", "H", "H", "H", "H", "H", "H", "H", "H", "H", "H", "H", "H", "H", "H"],
  "xyz": [[1.368, 0.242, 3.878], [2.040, -0.102, 5.369], [2.212, 1.253, 5.999], [3.555, -0.723, 5.282], [3.674, -2.109, 4.857], [3.501, -2.341, 3.428], [2.251, -3.374, 3.011], [1.386, -4.067, 4.215], [0.374, -3.076, 5.032], [-1.078, -4.185, 5.599], [-2.340, -4.037, 4.226], [-2.611, -2.598, 3.849], [-3.539, -2.742, 2.821], [-3.851, -4.224, 2.544], [-3.079, -5.079, 3.497], [1.914, -3.693, 1.402], [0.634, -4.678, 1.149], [1.191, -6.364, 1.305], [2.761, -6.655, 0.622], [1.339, -7.155, -0.035], [2.855, -3.022, 0.191], [2.491, -3.373, -1.645], [3.808, -3.482, -2.506], [1.802, -4.777, -1.858], [1.260, -2.118, -2.357], [0.962, -2.622, -3.750], [-0.073, -2.155, -1.655], [1.869, -0.612, -2.548], [1.105, 0.001, -3.699], [3.304, -0.576, -2.982], [1.669, 0.406, -1.285], [1.379, -0.229, 0.017], [0.602, 1.447, -1.530], [2.958, 1.171, -1.093], [4.106, -2.000, 0.634], [4.864, -1.419, -0.535], [5.967, -0.535, -0.047], [7.030, 0.330, -1.364], [6.067, 0.978, -2.426], [7.894, 1.478, -0.791], [8.108, -0.967, -2.176], [8.457, -0.551, -3.582], [7.389, -2.281, -2.248], [9.372, -1.195, -1.409], [6.332, -0.260, 1.506], [5.577, -0.824, 2.668], [4.435, -1.689, 2.205], [1.885, 1.161, 3.373], [1.255, -0.703, 3.197], [0.256, 0.594, 4.133], [1.305, -0.666, 6.082], [1.281, 1.608, 6.094], [3.968, -0.690, 6.404], [4.201, 0.062, 4.702], [2.185, -4.466, 5.008], [0.765, -5.017, 3.904], [0.017, -2.136, 4.435], [0.928, -2.806, 6.054], [-4.576, -4.616, 1.712], [0.117, -4.595, 0.110], [-0.234, -4.565, 1.960], [0.896, -6.977, 2.359], [3.297, -5.811, 0.014], [3.285, -7.602, 1.099], [7.262, 0.438, 1.743], [5.246, 5.026, -3.861], [3.888, 4.684, -3.460], [3.962, 3.852, -2.250], [2.637, 5.844, -3.357], [3.423, 6.734, -2.362], [2.671, 6.993, -4.616], [3.605, 7.017, -5.724], [2.369, 8.372, -4.219], [1.733, 4.822, -4.500], [2.216, 3.720, -5.311], [0.417, 5.291, -4.913], [5.903, 4.151, -3.818], [5.685, 5.810, -3.240], [5.286, 5.335, -4.905], [2.964, 3.505, -1.966], [4.383, 4.404, -1.405], [4.568, 2.954, -2.423], [4.594, 7.362, -5.410], [3.256, 7.689, -6.516], [3.697, 6.043, -6.202], [3.252, 8.877, -3.816], [1.582, 8.393, -3.458], [1.993, 8.956, -5.069], [2.987, 4.031, -6.021], [1.413, 3.260, -5.899], [2.611, 2.910, -4.689], [0.458, 5.778, -5.893], [0.014, 6.011, -4.192], [-0.302, 4.466, -4.962], [-6.705, 1.039, 1.512], [-6.738, -0.283, 0.900], [-5.355, -0.753, 0.747], [-7.776, -1.526, 1.449], [-7.221, -1.473, 2.893], [-9.328, -0.974, 1.884], [-9.809, 0.390, 1.778], [-9.903, -1.589, 3.085], [-8.414, -1.587, -0.212], [-8.229, -0.635, -1.292], [-9.481, -2.543, -0.479], [-5.943, 1.671, 1.044], [-6.503, 1.003, 2.585], [-7.636, 1.579, 1.343], [-5.335, -1.709, 0.214], [-4.866, -0.895, 1.715], [-4.760, -0.050, 0.151], [-9.386, 1.027, 2.559], [-10.900, 0.429, 1.875], [-9.597, 0.824, 0.802], [-9.541, -1.105, 3.996], [-9.648, -2.652, 3.134], [-10.998, -1.532, 3.074], [-8.633, 0.351, -1.050], [-8.724, -0.961, -2.215], [-7.173, -0.532, -1.557], [-10.461, -2.055, -0.472], [-9.491, -3.338, 0.275], [-9.341, -3.036, -1.447]]
}



| no. | electronic energy (eV) |
| --- | --- |
| 1 | -76981.662 |
| 2 | -77118.248 |
| 3 | -121063.455 |
| 4 | -149728.053 |